125
Properties=species:S:1:pos:R:3 method="wB97M-V/def2-TZVPD" lumo_ev=-0.3 total_charge=0 fmax_ev_per_a=5.267 homo_ev=-7.770 total_energy_ev=-1281847.922
C 6.723 5.620 1.397
C 5.504 4.706 1.992
C 6.030 3.484 2.879
C 6.385 2.153 2.005
N 5.166 1.842 1.207
Si 5.404 0.493 0.068
O 3.950 0.024 -0.783
Si 3.005 -1.117 0.097
C 2.121 -0.163 1.542
O 1.328 0.887 0.943
C 0.002 0.971 1.518
C -1.015 1.494 0.369
O -0.950 2.942 0.252
C -0.984 3.334 -1.154
C -1.554 4.827 -1.332
C 3.950 -2.670 0.697
C 5.043 -3.236 -0.315
O 6.112 -3.668 0.187
Br 4.871 -3.343 -2.277
P 1.320 -1.842 -1.199
O 1.565 -3.448 -1.711
O -0.106 -1.866 -0.202
S 0.912 -0.598 -2.651
P 6.781 1.281 -1.510
C 6.148 3.039 -1.826
C 6.474 0.347 -3.125
C 7.350 0.983 -4.347
H 6.478 6.698 1.674
H 7.673 5.216 1.874
H 6.755 5.518 0.253
H 4.874 4.406 1.091
H 4.805 5.326 2.671
H 6.901 3.769 3.573
H 5.153 3.180 3.570
H 6.655 1.337 2.771
H 7.319 2.367 1.390
H 4.327 1.736 1.791
H 6.076 -0.679 0.639
H 1.485 -0.971 2.073
H 2.854 0.220 2.333
H -0.428 -0.025 1.876
H 0.056 1.722 2.382
H -0.656 0.985 -0.599
H -2.087 1.126 0.537
H 0.087 3.330 -1.548
H -1.623 2.556 -1.707
H -1.279 5.192 -2.385
H -1.129 5.547 -0.562
H -2.703 4.767 -1.322
H 3.164 -3.511 0.839
H 4.482 -2.514 1.708
H 0.755 -3.681 -2.220
H 0.179 -2.244 0.661
H 5.002 3.031 -1.916
H 6.489 3.735 -0.991
H 6.531 3.466 -2.829
H 6.666 -0.785 -3.012
H 5.380 0.433 -3.464
H 8.071 0.181 -4.751
H 6.688 1.338 -5.206
H 7.942 1.875 -3.935
Br -4.194 7.852 0.500
C -5.857 6.995 -0.051
C -5.600 5.629 -0.637
Br -4.904 5.757 -2.453
H -6.352 7.676 -0.741
H -6.450 6.916 0.862
H -6.534 5.070 -0.729
H -4.884 5.040 -0.063
Br 2.704 -4.203 6.396
C 3.280 -5.215 4.832
C 3.521 -4.308 3.652
Br 1.840 -3.745 2.841
H 2.520 -5.972 4.644
H 4.207 -5.703 5.136
H 4.055 -4.841 2.861
H 4.071 -3.403 3.908
Br -1.826 -4.991 -2.800
C -2.740 -4.472 -1.158
C -2.585 -5.524 -0.088
Br -3.755 -7.047 -0.419
H -3.777 -4.272 -1.421
H -2.261 -3.539 -0.851
H -2.896 -5.132 0.882
H -1.570 -5.913 -0.009
Br 5.188 -3.522 -6.355
C 6.781 -4.645 -6.282
C 7.609 -4.345 -5.058
Br 8.617 -2.691 -5.273
H 7.320 -4.493 -7.217
H 6.404 -5.669 -6.249
H 8.362 -5.119 -4.905
H 7.015 -4.238 -4.150
Br -7.459 -2.826 0.116
C -8.108 -3.441 -1.617
C -7.041 -4.206 -2.361
Br -5.715 -3.002 -3.130
H -8.463 -2.563 -2.154
H -8.956 -4.090 -1.388
H -7.472 -4.735 -3.212
H -6.502 -4.915 -1.733
Br -8.816 8.705 1.901
C -10.477 7.847 1.349
C -10.221 6.481 0.763
Br -9.526 6.607 -1.054
H -10.973 8.528 0.658
H -11.071 7.768 2.262
H -11.150 5.924 0.672
H -9.506 5.894 1.337
Br -9.549 3.259 0.397
C -11.188 2.198 0.302
C -12.216 2.829 -0.607
Br -13.104 4.335 0.253
H -11.539 2.067 1.325
H -10.870 1.232 -0.096
H -13.016 2.120 -0.828
H -11.795 3.199 -1.542
Br 0.428 -10.606 5.694
C 0.271 -8.665 5.604
C 0.250 -8.183 4.174
Br 2.035 -8.213 3.391
H 1.093 -8.252 6.187
H -0.673 -8.434 6.100
H -0.064 -7.138 4.127
H -0.391 -8.780 3.527

---

119
Properties=species:S:1:pos:R:3 method="wB97M-V/def2-TZVPD" lumo_ev=0.4 total_charge=0 fmax_ev_per_a=3.527 homo_ev=-8.300 de_lowest_kcal_mol=0.00 total_energy_ev=-93847.066
C 1.057 0.541 0.807
C 0.158 1.808 0.872
O -1.075 1.610 1.606
C -0.259 2.357 -0.561
O -0.013 1.317 -1.515
C -0.712 1.498 -2.723
P -2.568 1.051 -2.494
C -2.831 0.184 -0.846
C -3.635 2.587 -2.411
O -0.786 2.960 -2.951
S -1.004 3.279 -4.542
O -0.013 4.252 -4.928
O -2.291 3.747 -4.964
O -0.509 1.812 -5.108
C 0.007 1.022 -4.031
C 1.519 1.503 -3.937
C 2.297 1.269 -5.300
C 3.851 1.031 -5.064
N 4.179 -0.332 -5.583
N 0.040 -0.413 -4.376
C 0.637 -1.231 -3.338
O 1.633 -1.783 -3.572
F 0.074 -1.429 -2.120
C -1.221 -0.927 -4.840
O -1.689 -0.728 -5.875
F -1.884 -1.772 -3.971
H 0.573 -0.335 0.327
H 2.047 0.794 0.352
H 1.271 0.252 1.867
H 0.693 2.629 1.421
H -0.964 0.833 2.192
H -1.328 2.655 -0.465
H 0.372 3.265 -0.719
H -3.494 -0.693 -1.012
H -3.384 0.895 -0.185
H -1.868 -0.083 -0.351
H -4.098 2.724 -3.408
H -3.134 3.495 -2.008
H -4.460 2.347 -1.689
H 1.577 2.603 -3.748
H 2.055 1.029 -3.075
H 2.229 2.241 -5.855
H 1.839 0.472 -5.924
H 4.112 1.136 -3.983
H 4.450 1.755 -5.669
H 4.660 -0.279 -6.476
H 4.761 -0.812 -4.898
C -1.157 -1.174 8.493
O 0.015 -1.805 8.004
C -0.198 -3.152 7.586
C -0.067 -3.273 6.075
N -1.189 -2.632 5.393
C -1.003 -2.495 3.949
C 0.140 -1.599 3.464
O -0.043 -0.215 3.755
C 0.388 0.181 5.050
H -0.865 -0.219 8.929
H -1.868 -0.979 7.685
H -1.635 -1.778 9.270
H -1.156 -3.545 7.938
H 0.593 -3.750 8.048
H -0.038 -4.332 5.800
H 0.887 -2.816 5.788
H -1.330 -1.709 5.784
H -1.938 -2.085 3.553
H -0.887 -3.491 3.511
H 0.161 -1.669 2.373
H 1.122 -1.942 3.806
H 1.236 -0.407 5.404
H -0.439 0.122 5.760
H 0.692 1.229 4.996
C -0.086 8.904 2.244
O -0.059 7.839 3.180
C -1.041 7.959 4.207
C -2.112 6.890 4.056
N -2.955 7.145 2.891
C -3.840 6.031 2.546
C -3.186 4.717 2.110
O -2.502 4.795 0.868
C -1.166 5.262 0.954
H 0.788 8.807 1.601
H -0.980 8.854 1.616
H -0.041 9.874 2.748
H -1.477 8.962 4.241
H -0.520 7.794 5.155
H -2.737 6.877 4.955
H -1.603 5.922 3.976
H -2.365 7.339 2.092
H -4.470 6.379 1.722
H -4.508 5.836 3.391
H -3.991 3.993 1.956
H -2.541 4.287 2.884
H -0.683 4.983 1.893
H -1.133 6.345 0.814
H -0.605 4.816 0.133
C 3.170 -5.484 -1.144
O 1.822 -5.749 -1.491
C 1.386 -5.042 -2.651
C 1.154 -6.000 -3.810
N 2.417 -6.533 -4.317
C 2.256 -7.641 -5.259
C 1.624 -8.933 -4.732
O 2.421 -9.622 -3.780
C 2.269 -9.176 -2.443
H 3.361 -5.938 -0.171
H 3.858 -5.927 -1.869
H 3.354 -4.408 -1.068
H 2.075 -4.239 -2.926
H 0.428 -4.579 -2.391
H 0.638 -5.471 -4.617
H 0.500 -6.803 -3.450
H 2.975 -6.858 -3.538
H 3.257 -7.886 -5.624
H 1.684 -7.289 -6.124
H 1.530 -9.614 -5.583
H 0.606 -8.783 -4.354
H 1.261 -8.810 -2.238
H 3.008 -8.405 -2.213
H 2.469 -10.022 -1.782

---

115
Properties=species:S:1:pos:R:3 method="wB97M-V/def2-TZVPD" lumo_ev=-3.8 total_charge=+1 fmax_ev_per_a=7.097 homo_ev=-10.564 total_energy_ev=-99458.388
C -7.005 -1.404 1.680
C -5.814 -2.463 2.179
C -4.898 -1.630 3.254
C -3.509 -2.373 3.709
C -2.534 -2.804 2.420
C -1.077 -2.109 2.692
N 0.072 -2.640 1.882
C -0.070 -2.859 0.403
N -0.661 -2.183 -0.633
C -1.312 -0.844 -0.364
C -1.359 0.198 -1.625
C 0.208 0.651 -1.918
C -0.722 -2.669 -2.093
S -2.521 -2.990 -2.663
O -2.874 -2.162 -3.961
O -3.558 -2.815 -1.527
N 0.706 -4.179 0.184
P 2.243 -3.866 -0.742
O 2.899 -2.448 -0.342
C 0.923 -5.031 1.454
N 2.239 -5.734 1.643
C -0.377 -6.023 1.378
C -0.090 -7.604 1.696
C 0.607 -8.425 0.415
F 0.588 -7.872 2.993
C 0.920 -3.760 2.523
C 0.414 -4.495 3.885
N 0.684 -3.711 5.175
C -0.543 -3.822 6.105
P 2.527 -2.826 2.918
P 4.074 -4.028 3.840
O 4.956 -4.649 2.645
O 3.547 -5.366 4.811
O 5.177 -2.922 4.681
H -8.053 -1.645 2.195
H -7.155 -1.411 0.511
H -6.667 -0.291 1.946
H -5.257 -2.791 1.203
H -6.375 -3.401 2.638
H -4.691 -0.508 2.913
H -5.557 -1.527 4.244
H -2.967 -1.683 4.482
H -3.819 -3.378 4.270
H -3.101 -2.430 1.467
H -2.545 -3.971 2.403
H -0.918 -2.089 3.857
H -1.219 -0.955 2.412
H -2.429 -0.925 0.044
H -0.605 -0.310 0.438
H -1.910 1.197 -1.274
H -1.937 -0.169 -2.569
H 0.549 1.232 -0.933
H 0.946 -0.285 -1.978
H 0.334 1.374 -2.829
H -0.222 -3.746 -2.228
H -0.133 -1.973 -2.836
H -2.645 -4.354 -3.085
H 3.184 -4.953 -0.672
H 1.950 -3.714 -2.176
H 2.389 -6.109 2.601
H 2.471 -6.412 0.888
H -1.291 -5.707 2.040
H -0.773 -5.984 0.252
H -1.167 -8.111 1.799
H 1.776 -8.439 0.464
H 0.240 -9.551 0.556
H 0.157 -8.066 -0.605
H -0.769 -4.654 3.873
H 0.875 -5.570 4.072
H 1.447 -4.144 5.739
H -0.104 -3.773 7.214
H -1.058 -4.889 6.034
H -1.288 -2.927 5.995
H 2.139 -1.861 3.958
H 4.280 -6.061 4.725
H 5.939 -2.752 4.024
C -0.187 4.947 1.712
C 1.160 5.497 1.319
C 1.813 4.299 0.666
O 0.761 3.521 0.078
C -0.495 4.014 0.562
H -0.951 5.716 1.855
H -0.097 4.375 2.644
H 1.033 6.300 0.584
H 1.737 5.891 2.160
H 2.321 3.670 1.405
H 2.535 4.583 -0.105
H -0.984 4.547 -0.261
H -1.131 3.175 0.861
C 1.092 6.268 -2.874
C 0.365 4.948 -2.881
C -1.037 5.360 -3.275
O -0.911 6.517 -4.112
C 0.440 6.994 -4.030
H 2.175 6.174 -2.986
H 0.888 6.798 -1.936
H 0.792 4.293 -3.651
H 0.402 4.420 -1.925
H -1.628 5.645 -2.398
H -1.570 4.572 -3.814
H 0.936 6.758 -4.977
H 0.440 8.080 -3.897
C 2.581 9.141 -7.554
C 3.411 10.140 -6.790
C 3.709 9.390 -5.510
O 3.751 7.996 -5.844
C 3.231 7.829 -7.170
H 2.571 9.312 -8.634
H 1.546 9.164 -7.193
H 4.342 10.340 -7.332
H 2.904 11.092 -6.618
H 2.914 9.533 -4.771
H 4.661 9.689 -5.061
H 4.072 7.595 -7.832
H 2.529 6.991 -7.189

---

115
Properties=species:S:1:pos:R:3 method="wB97M-V/def2-TZVPD" lumo_ev=0.3 total_charge=0 fmax_ev_per_a=5.285 homo_ev=-9.551 total_energy_ev=-94355.112
C -2.138 -6.461 4.090
C -1.973 -5.449 2.972
O -0.594 -5.200 2.726
C -0.249 -5.250 1.352
C -0.903 -4.113 0.551
C -0.218 -3.861 -0.788
C 1.265 -3.430 -0.688
C 1.521 -2.049 -1.298
C 1.198 -0.939 -0.320
O 0.475 -1.134 0.603
O 1.828 0.255 -0.507
C 1.087 1.270 -1.209
C 0.544 0.810 -2.559
C 1.639 0.409 -3.559
C -0.039 1.773 -0.265
C -1.451 1.203 -0.489
C -2.351 2.158 -1.321
S -3.234 1.416 -2.681
O -4.542 1.991 -2.702
O -2.462 1.615 -3.872
O -3.452 -0.126 -2.374
O 1.882 2.410 -1.444
C 3.281 2.226 -1.423
C 3.911 2.404 -0.008
O 2.893 2.733 0.910
C 3.228 3.719 1.872
C 2.030 4.655 2.019
H -1.430 -6.261 4.892
H -2.000 -7.483 3.737
H -3.158 -6.388 4.473
H -2.489 -5.788 2.070
H -2.454 -4.506 3.253
H 0.834 -5.143 1.326
H -0.572 -6.198 0.905
H -1.944 -4.406 0.385
H -0.932 -3.228 1.187
H -0.297 -4.768 -1.392
H -0.789 -3.094 -1.318
H 1.847 -4.151 -1.263
H 1.630 -3.484 0.336
H 2.585 -1.974 -1.532
H 0.955 -1.949 -2.222
H 0.024 1.660 -2.999
H -0.150 -0.027 -2.480
H 2.097 1.308 -3.972
H 1.227 -0.135 -4.407
H 2.427 -0.173 -3.085
H 0.281 1.574 0.754
H -0.085 2.855 -0.380
H -1.920 1.159 0.493
H -1.471 0.185 -0.865
H -3.133 2.550 -0.673
H -1.801 3.025 -1.677
H -2.635 -0.580 -2.638
H 3.685 3.033 -2.038
H 3.621 1.308 -1.897
H 4.366 1.459 0.310
H 4.689 3.167 -0.067
H 4.087 4.324 1.578
H 3.375 3.238 2.843
H 2.319 5.584 2.514
H 1.641 4.921 1.036
H 1.241 4.193 2.611
C 2.021 -5.506 10.646
C 1.055 -5.084 9.556
O 1.532 -3.991 8.774
P 2.531 -4.222 7.511
O 2.141 -5.480 6.849
O 2.063 -3.055 6.505
C 1.488 -3.358 5.230
C -0.015 -3.523 5.315
O 3.760 -3.316 7.984
C 4.504 -3.557 9.178
C 5.303 -4.848 9.134
H 2.977 -5.823 10.225
H 1.611 -6.339 11.217
H 2.212 -4.686 11.340
H 0.810 -5.936 8.919
H 0.124 -4.747 10.014
H 1.955 -4.243 4.800
H 1.730 -2.520 4.574
H -0.307 -4.145 6.162
H -0.393 -3.972 4.394
H -0.497 -2.552 5.454
H 3.845 -3.505 10.046
H 5.191 -2.716 9.272
H 4.702 -5.677 8.752
H 5.665 -5.105 10.129
H 6.163 -4.744 8.473
C -3.528 8.273 -8.274
C -4.342 7.250 -7.506
O -4.159 5.918 -7.976
P -2.913 4.999 -7.467
O -2.667 5.321 -6.049
O -3.565 3.532 -7.465
C -3.718 2.785 -6.246
C -5.041 3.072 -5.562
O -2.230 4.691 -8.883
C -1.709 5.701 -9.744
C -0.497 6.411 -9.166
H -2.460 8.065 -8.198
H -3.705 9.275 -7.880
H -3.798 8.277 -9.331
H -4.121 7.316 -6.439
H -5.403 7.473 -7.628
H -2.884 2.970 -5.582
H -3.675 1.730 -6.520
H -5.260 4.139 -5.519
H -5.017 2.660 -4.550
H -5.863 2.605 -6.109
H -2.501 6.396 -10.028
H -1.417 5.187 -10.660
H -0.657 6.688 -8.121
H -0.274 7.312 -9.739
H 0.378 5.762 -9.196

---

Values of gap between HOMO and LUMO, in order: 7.5; 8.7; 6.7; 9.8, all in eV.